{
  "formula": "C13H10N3O7ReS3",
  "method": "ωB97M-V with the def2-TZVPD basis set",
  "s_squared": 0.92,
  "multiplicity": 2,
  "lumo_energy_ev": [-5.214, -5.182],
  "relative_energy_kcal_mol": 82.5,
  "orbital_gap_ev": [6.0, 6.3],
  "energy_ha": -2464.8008,
  "total_charge": 1,
  "elements": ["Re", "O", "S", "O", "O", "C", "C", "C", "C", "C", "C", "S", "O", "O", "O", "H", "H", "H", "H", "S", "C", "N", "N", "C", "O", "C", "C", "C", "N", "C", "C", "H", "H", "H", "H", "H", "H"],
  "xyz": [[-0.422851, -0.559965, -0.269891], [-0.496384, -1.794218, 3.846488], [-1.393824, -2.571548, 1.544374], [-2.274758, -3.671235, 1.677998], [-2.051258, -1.366466, 0.972492], [1.593480, -0.812756, 1.907015], [1.800003, -0.858892, 3.385409], [2.744938, -1.905993, 3.974278], [2.578148, -3.164769, 3.269458], [2.284219, -3.151576, 1.822455], [1.853455, -2.045965, 1.182630], [1.552126, -2.253592, -0.572271], [0.075401, -2.657679, -0.612026], [2.510785, -3.123843, -1.133115], [1.495259, -0.882333, -1.203097], [1.836668, 0.131265, 3.834501], [3.542479, -1.699250, 4.671899], [3.153237, -4.012057, 3.612787], [2.510548, -4.051598, 1.264848], [0.706624, 0.466707, 1.295817], [0.695000, -1.804747, 3.917860], [1.589595, -2.800414, 4.396893], [-3.529640, 3.971258, -4.807893], [-2.407254, 4.142870, -4.079775], [-1.702046, 5.123625, -4.149416], [-2.017898, 3.025357, -3.124436], [-2.659051, 1.797796, -3.023430], [-2.188667, 0.871178, -2.116885], [-1.120397, 1.107905, -1.335927], [-0.501153, 2.299759, -1.431134], [-0.922822, 3.273213, -2.307544], [-3.795083, 4.712453, -5.435734], [-4.139817, 3.182089, -4.716707], [-3.513467, 1.528124, -3.626840], [-2.675451, -0.090093, -1.994827], [0.353458, 2.445145, -0.786129], [-0.411889, 4.222726, -2.378237]],
  "atomic_forces_ev_per_a": [[-0.5, -1.0, -1.6], [0.1, 0.0, 0.4], [-0.9, -0.4, 0.2], [0.0, 0.0, 0.2], [0.4, 0.1, -0.3], [0.0, 0.3, -0.2], [0.1, 0.1, 0.1], [0.2, 0.1, 0.3], [-0.1, 0.0, 0.2], [-0.2, 0.1, -0.1], [0.1, -0.1, 0.1], [0.0, 0.8, -0.3], [0.7, 0.5, 0.5], [-0.2, -0.4, 0.1], [-0.2, -0.1, 0.2], [-0.1, 0.0, 0.1], [0.0, 0.0, -0.1], [0.0, 0.0, 0.0], [0.0, 0.0, 0.0], [0.3, -0.2, 0.5], [0.1, -0.2, -0.5], [0.1, -0.1, 0.0], [0.0, 0.0, 0.0], [0.0, 0.0, 0.0], [0.0, 0.0, 0.0], [0.0, 0.1, -0.1], [0.0, -0.1, 0.0], [0.0, 0.1, 0.0], [0.3, 0.3, 0.4], [0.0, 0.0, -0.1], [0.0, 0.0, 0.0], [0.0, 0.0, 0.0], [0.0, 0.0, 0.0], [0.0, 0.0, 0.0], [0.0, 0.0, 0.0], [0.0, 0.0, 0.0], [0.0, 0.0, 0.0]],
  "lowdin_charge": [1.0696, 0.0771, 0.9717, -0.2701, -0.5045, -0.5562, -0.1593, -0.1036, -0.1310, 0.0367, -0.3107, 0.5563, -0.4614, -0.1936, -0.4189, 0.1570, 0.1577, 0.1560, 0.1344, 0.8362, -0.3986, 0.1685, 0.1946, -0.4837, 0.0930, -0.0798, 0.0229, -0.0893, -0.1480, -0.0746, 0.0433, 0.1284, 0.0949, 0.1195, 0.1245, 0.1051, 0.1358]
}

{
  "formula": "C13H10N4O",
  "method": "ωB97M-V with the def2-TZVPD basis set",
  "lumo_energy_ev": -0.626,
  "relative_energy_kcal_mol": 58.3,
  "orbital_gap_ev": 7.4,
  "energy_ha": -795.5498,
  "elements": ["C", "C", "C", "C", "N", "N", "C", "C", "N", "N", "C", "C", "C", "C", "C", "O", "C", "C", "H", "H", "H", "H", "H", "H", "H", "H", "H", "H"],
  "xyz": [[-2.984978, -0.759516, 3.930041], [-3.027771, -1.049970, 2.543206], [-1.924445, -0.832917, 1.716098], [-0.757191, -0.242046, 2.207190], [0.309002, 0.074516, 1.411145], [0.318801, 0.048331, 0.146513], [1.534535, 0.495063, -0.384701], [2.661218, 0.798913, 0.320866], [3.652156, 1.096802, -0.594670], [3.183630, 1.071303, -1.854623], [1.910395, 0.714950, -1.808285], [1.216302, 0.324566, -3.055033], [-0.135634, 0.033622, -3.127728], [-0.434423, -0.331936, -4.463393], [0.728322, -0.200471, -5.149714], [1.743296, 0.207406, -4.300924], [-0.712717, 0.088577, 3.601005], [-1.830962, -0.137924, 4.441798], [-3.863070, -0.947153, 4.517046], [-3.943533, -1.522744, 2.146927], [-1.969975, -1.077550, 0.649883], [2.733564, 0.845400, 1.397502], [4.568403, 1.453516, -0.369680], [-0.833479, 0.108454, -2.313785], [-1.338312, -0.634019, -4.921747], [0.833242, -0.374187, -6.217494], [0.152552, 0.606219, 4.030474], [-1.788927, 0.142795, 5.502080]],
  "atomic_forces_ev_per_a": [[1.1, 0.7, -1.5], [-0.1, -0.5, 0.6], [-0.6, 0.0, -0.1], [-2.0, -0.4, 1.3], [2.7, 1.0, -1.0], [-1.3, -0.1, 1.4], [0.2, 0.1, -1.6], [1.0, 0.4, -0.6], [-1.8, -0.1, 1.3], [0.2, 0.0, -0.3], [0.9, -1.1, 0.6], [-2.7, 0.1, 0.5], [0.6, 0.1, 0.4], [1.3, 0.4, 0.0], [-0.4, 0.0, 0.7], [0.3, -0.2, -0.6], [-0.6, 0.1, -0.3], [0.3, -0.4, -0.6], [-0.1, 0.0, 0.4], [0.6, 0.4, 0.1], [0.0, 0.1, 0.4], [0.4, -0.1, -0.2], [-0.1, -0.1, -0.3], [0.1, -0.1, 0.2], [-0.8, -0.2, -0.1], [0.9, 0.3, 0.5], [-0.2, -0.3, -0.4], [0.1, -0.1, -0.5]],
  "lowdin_charge": [-0.0804, -0.0821, -0.0346, -0.2786, 0.0348, 0.0980, -0.1948, -0.0307, -0.0072, 0.0816, -0.1392, -0.2078, -0.0266, -0.0713, -0.0961, 0.0414, -0.0087, -0.0839, 0.0914, 0.1066, 0.1067, 0.1146, 0.1497, 0.0950, 0.0927, 0.1223, 0.1050, 0.1022]
}

{
  "formula": "C13H10O2",
  "method": "ωB97M-V with the def2-TZVPD basis set",
  "lumo_energy_ev": -0.349,
  "relative_energy_kcal_mol": 83.9,
  "orbital_gap_ev": 8.5,
  "energy_ha": -651.6752,
  "elements": ["O", "C", "C", "C", "C", "C", "C", "O", "C", "C", "C", "C", "C", "C", "C", "H", "H", "H", "H", "H", "H", "H", "H", "H", "H"],
  "xyz": [[-2.077084, 3.045250, -0.003276], [-2.982200, 2.046140, -0.428267], [-2.470226, 0.602430, -0.182027], [-3.545088, -0.218133, -0.006371], [-3.242979, -1.571011, 0.312068], [-1.961157, -2.102450, 0.250346], [-0.894567, -1.114089, -0.014626], [0.436265, -1.545121, -0.071543], [1.585624, -0.646196, -0.073750], [2.447097, -0.467750, -1.158371], [3.723889, 0.158466, -0.989445], [4.037246, 0.634119, 0.207371], [3.000330, 0.936193, 1.189156], [1.872765, 0.143720, 1.044714], [-1.165928, 0.279253, -0.296130], [-4.167123, 2.121283, -0.918680], [-4.595620, 0.081474, 0.280509], [-4.134726, -2.208554, 0.407009], [-1.747185, -3.077569, 0.514149], [2.354832, -0.985844, -2.150760], [4.464528, 0.281116, -1.831534], [5.286657, 0.750609, 0.512120], [3.282907, 1.526487, 2.052887], [1.025366, 0.227211, 1.852217], [-0.533630, 1.102972, -0.497758]],
  "atomic_forces_ev_per_a": [[-6.7, -5.8, -3.3], [4.9, 4.3, 2.4], [-3.8, 3.9, -1.6], [-0.6, -2.8, 2.3], [-1.0, 0.1, -1.2], [1.2, 4.8, -0.5], [0.6, 1.0, -0.5], [0.7, 0.5, -0.1], [-0.6, 0.4, -0.8], [0.4, -1.4, -1.3], [-0.8, -1.0, -2.4], [3.4, 2.4, 4.2], [2.0, -2.5, -1.5], [-2.8, 1.1, 2.5], [0.0, -3.5, 1.1], [3.6, 0.4, 1.5], [1.3, 0.1, -1.0], [0.7, -0.1, 0.4], [0.6, -1.8, 0.2], [-0.6, 0.5, 1.2], [-1.0, -0.8, 0.9], [-4.0, 0.4, -1.0], [-0.5, -0.2, 0.0], [1.7, -0.3, -1.5], [1.2, 0.1, -0.1]],
  "lowdin_charge": [-0.1142, -0.0301, -0.2803, -0.0857, -0.0802, 0.0289, -0.1469, -0.0139, -0.2314, -0.0062, -0.1412, -0.1374, -0.0585, -0.0520, 0.0402, 0.1828, 0.1302, 0.1086, 0.0844, 0.1287, 0.1249, 0.1764, 0.0981, 0.1592, 0.1155]
}

{
  "formula": "C13H10O7S2Ti",
  "method": "ωB97M-V with the def2-TZVPD basis set",
  "s_squared": 2.01,
  "multiplicity": 3,
  "lumo_energy_ev": [4.750, 4.749],
  "relative_energy_kcal_mol": 14.0,
  "orbital_gap_ev": [5.4, 6.5],
  "energy_ha": -2674.0753,
  "total_charge": -2,
  "elements": ["Ti", "C", "C", "C", "C", "C", "H", "H", "H", "H", "H", "O", "C", "O", "C", "C", "C", "C", "S", "C", "C", "H", "H", "H", "H", "H", "O", "S", "O", "O", "O", "O", "C"],
  "xyz": [[-0.601506, 0.283120, 1.035779], [1.024713, -2.498543, 0.253575], [0.853605, -2.076255, 1.581602], [-0.533397, -1.961359, 1.832072], [-1.209278, -2.243470, 0.615685], [-0.239361, -2.583014, -0.345829], [1.974430, -2.622530, -0.250524], [1.629529, -1.891291, 2.311023], [-0.995183, -1.794595, 2.797053], [-2.281899, -2.282475, 0.479296], [-0.438835, -2.799354, -1.386953], [-7.981436, 2.805454, 2.390903], [-7.652656, 2.875826, 1.061987], [-8.466652, 3.364521, 0.309316], [-6.343556, 2.354288, 0.674611], [-5.488884, 1.644740, 1.538110], [-4.269749, 1.164586, 1.117026], [-3.822353, 1.375837, -0.199336], [-2.324746, 0.752702, -0.806212], [-4.674068, 2.104128, -1.056303], [-5.898295, 2.567366, -0.640071], [-7.217888, 2.470354, 2.874773], [-5.761611, 1.433076, 2.569082], [-3.624497, 0.648681, 1.815953], [-4.338705, 2.292884, -2.068492], [-6.538699, 3.118319, -1.316775], [-1.643954, 0.771376, 2.951991], [-0.527678, 1.782228, 2.947083], [-0.550772, 2.718825, 4.042273], [-0.635381, 2.393748, 1.573272], [0.706997, 0.944931, 2.836129], [1.712743, 0.649757, -1.116715], [0.861033, 0.486077, -0.361744]],
  "atomic_forces_ev_per_a": [[0.1, -0.3, -0.3], [0.1, -0.1, -0.2], [0.0, 0.0, 0.2], [-0.1, -0.2, 0.1], [-0.1, -0.1, 0.2], [0.0, 0.0, -0.1], [0.0, 0.0, 0.0], [0.0, 0.0, 0.0], [0.0, 0.1, -0.1], [0.1, 0.1, 0.0], [0.0, 0.0, 0.0], [0.0, 0.0, -0.1], [-0.4, 0.2, 0.0], [0.1, -0.1, 0.1], [0.4, -0.2, -0.1], [-0.1, 0.1, -0.1], [0.1, 0.0, 0.1], [0.1, -0.1, -0.1], [0.0, 0.1, 0.0], [0.0, 0.0, 0.0], [-0.1, 0.0, 0.2], [0.0, 0.0, 0.0], [0.0, 0.0, 0.0], [0.0, 0.0, 0.0], [0.0, 0.0, 0.0], [0.0, 0.0, 0.0], [-0.3, 0.1, 0.3], [0.0, 0.2, 0.3], [0.0, 0.0, 0.0], [-0.1, 0.2, 0.1], [0.0, -0.1, 0.0], [-0.2, 0.0, 0.3], [0.5, -0.1, -0.6]],
  "lowdin_charge": [0.6099, -0.2096, -0.1925, -0.2749, -0.2406, -0.1909, 0.0738, 0.0870, 0.0925, 0.0792, 0.0768, 0.0728, -0.4999, 0.0589, -0.1763, -0.0351, -0.0907, -0.6719, 0.6166, -0.1305, -0.0406, 0.0710, 0.1040, 0.0820, 0.0856, 0.1074, -0.4384, 0.2538, -0.3393, -0.4364, -0.4014, 0.0586, -0.1615]
}

{
  "formula": "C13H11BF10GaN3O4S4SeSi",
  "method": "ωB97M-V with the def2-TZVPD basis set",
  "lumo_energy_ev": 4.073,
  "relative_energy_kcal_mol": 73.3,
  "orbital_gap_ev": 6.6,
  "energy_ha": -8199.6224,
  "total_charge": -2,
  "elements": ["Ga", "F", "C", "F", "F", "S", "O", "O", "N", "S", "O", "O", "C", "F", "F", "F", "S", "C", "C", "C", "C", "N", "C", "C", "C", "S", "C", "N", "H", "H", "F", "B", "F", "F", "F", "C", "Si", "C", "C", "Se", "H", "H", "H", "H", "H", "H", "H", "H", "H"],
  "xyz": [[-0.269578, -0.463633, 1.336847], [4.229274, -2.719610, 4.672211], [3.894727, -2.373299, 3.417054], [3.969759, -1.050351, 3.320306], [4.811738, -2.904236, 2.598122], [2.206697, -3.051671, 3.040541], [1.826786, -2.472831, 1.779890], [2.430389, -4.462141, 3.115709], [1.353129, -2.545828, 4.264310], [0.510863, -1.202123, 4.159339], [1.186522, -0.116549, 3.498518], [-0.881037, -1.431552, 3.898429], [0.622903, -0.789830, 5.963827], [0.106965, -1.776653, 6.708136], [1.909268, -0.650758, 6.304789], [-0.013502, 0.334114, 6.272740], [-0.794678, -2.549807, -1.220350], [0.322325, -1.992559, -2.375976], [1.088353, -2.918943, -3.128726], [1.996791, -2.532251, -4.090680], [2.742921, -3.534454, -4.798627], [3.329104, -4.349275, -5.360411], [2.194518, -1.163185, -4.372073], [1.452822, -0.233718, -3.647587], [0.548626, -0.614510, -2.669445], [-0.168946, 0.717864, -1.751932], [3.095164, -0.736784, -5.391950], [3.799411, -0.384241, -6.233556], [0.951883, -3.968448, -2.908319], [1.603397, 0.819944, -3.848255], [-1.763708, 3.471927, 1.961289], [-0.829966, 2.508645, 2.377235], [-1.516452, 1.306264, 2.727068], [-0.081922, 2.973989, 3.447517], [0.012069, 2.173676, 1.275263], [-4.173728, 2.787514, -0.210759], [-3.063865, 2.384994, -1.665676], [-4.124768, 2.340801, -3.233946], [-1.709441, 3.668541, -1.828580], [-2.305867, 0.189981, -1.467787], [-4.779671, 3.674312, -0.417097], [-3.568149, 2.976258, 0.678476], [-4.843993, 1.954069, 0.013954], [-4.641585, 3.285356, -3.427967], [-4.872717, 1.550001, -3.134124], [-3.507064, 2.093634, -4.100041], [-2.119087, 4.637925, -2.123418], [-0.961505, 3.362510, -2.560008], [-1.205152, 3.776935, -0.864300]],
  "atomic_forces_ev_per_a": [[-0.2, 0.3, -0.6], [0.0, 0.1, 0.0], [0.0, -0.2, 0.2], [-0.1, 0.0, 0.0], [-0.1, 0.0, -0.1], [0.2, 0.1, -0.1], [0.1, 0.1, 0.0], [-0.1, -0.1, 0.2], [-0.2, 0.1, -0.3], [0.6, -0.5, 1.3], [-0.2, 0.1, -0.2], [0.0, 0.1, -0.1], [0.2, -0.2, 0.1], [-0.1, 0.0, 0.0], [0.0, 0.1, 0.0], [-0.1, 0.1, -0.2], [0.2, -0.1, 0.1], [-0.1, 0.1, 0.0], [0.0, 0.0, -0.1], [-0.1, 0.1, 0.1], [0.0, -0.1, 0.0], [0.0, 0.0, 0.0], [0.0, -0.1, 0.1], [0.0, 0.1, -0.1], [-0.1, -0.1, -0.1], [0.3, -0.3, 0.2], [0.0, 0.0, -0.1], [0.0, 0.0, 0.0], [0.0, 0.0, 0.0], [-0.1, 0.0, 0.0], [0.0, 0.0, 0.0], [-0.1, 0.0, 0.0], [0.0, 0.1, 0.0], [0.0, 0.0, -0.1], [0.0, 0.0, 0.0], [0.1, -0.2, 0.0], [-0.2, 0.2, -0.3], [0.1, 0.0, 0.1], [0.1, -0.2, 0.1], [-0.2, 0.4, 0.1], [0.0, 0.0, 0.0], [0.0, 0.0, 0.0], [0.0, 0.0, 0.0], [0.0, 0.0, 0.0], [0.0, 0.0, 0.0], [0.0, 0.0, 0.0], [-0.1, 0.0, 0.0], [0.0, 0.0, -0.1], [0.0, 0.0, 0.0]],
  "lowdin_charge": [0.9369, 0.1076, -0.6684, 0.1393, 0.1202, 0.5646, -0.3466, -0.2802, -0.2935, 0.5297, -0.3389, -0.3165, -0.6719, 0.1191, 0.1222, 0.1478, 0.4596, -0.7578, -0.0701, -0.2038, -0.1879, 0.1406, -0.2159, -0.0812, -0.6123, 0.4800, -0.2116, 0.1263, 0.1041, 0.1085, 0.0935, -1.2894, 0.0210, 0.1265, 0.0133, -0.2105, 0.2300, -0.2512, -0.2280, 0.3637, 0.0265, 0.0168, 0.0261, 0.0177, 0.0162, 0.0203, 0.0277, 0.0003, 0.0296]
}

{
  "formula": "C13H11BrN2O2",
  "method": "ωB97M-V with the def2-TZVPD basis set",
  "lumo_energy_ev": 0.203,
  "relative_energy_kcal_mol": 86.9,
  "orbital_gap_ev": 8.3,
  "energy_ha": -3335.8809,
  "elements": ["O", "C", "N", "C", "C", "C", "C", "Br", "C", "C", "C", "C", "C", "O", "N", "C", "C", "C", "H", "H", "H", "H", "H", "H", "H", "H", "H", "H", "H"],
  "xyz": [[-2.422013, 2.151708, 1.083453], [-1.939419, 1.204917, 1.613689], [-1.201942, 0.293163, 0.981598], [-0.770683, 0.383040, -0.359149], [-1.622006, 0.617352, -1.435837], [-1.188725, 0.650831, -2.771389], [0.230981, 0.305702, -3.008598], [0.999102, 0.473918, -4.790608], [1.004801, 0.042049, -1.850202], [2.381830, -0.439067, -2.057097], [3.322650, -0.349395, -0.987140], [4.502550, -0.921157, -1.579327], [4.128278, -1.419351, -2.784779], [2.794815, -1.090753, -3.128411], [0.545612, 0.239864, -0.582169], [-2.532827, 0.800166, 3.019338], [-1.574143, 0.058890, 4.027995], [-2.825118, -0.594969, 3.445558], [-0.695044, -0.371379, 1.508849], [-2.627040, 0.833139, -1.173483], [-1.899797, 0.785777, -3.556000], [3.097454, -0.011780, 0.043456], [5.575645, -0.821277, -1.161457], [4.805008, -2.019325, -3.437746], [-3.263688, 1.474121, 3.432550], [-0.613044, -0.498654, 3.746546], [-1.810950, 0.312429, 5.122112], [-2.602944, -1.455097, 2.648977], [-3.799344, -0.634866, 3.989272]],
  "atomic_forces_ev_per_a": [[-0.2, 2.2, -1.2], [-3.2, -1.2, 2.7], [1.3, -0.6, -1.3], [2.0, 0.6, -1.5], [0.0, 0.1, -0.7], [3.0, -1.3, 1.4], [-2.6, 1.0, 1.0], [-0.9, -0.1, 1.0], [-0.7, 0.4, -1.8], [0.0, 1.3, 5.2], [-1.1, -0.3, -2.4], [0.9, 0.5, 1.1], [1.1, -0.3, -0.9], [2.7, -0.9, 0.8], [-0.4, -1.5, -0.3], [2.9, -0.5, -0.7], [-1.9, -0.6, 1.4], [0.1, -2.0, -2.2], [0.5, -0.6, 0.6], [-0.9, 0.1, -0.2], [-0.1, 0.3, -0.5], [0.3, 0.0, -1.2], [-2.1, -0.8, -0.8], [-1.4, 0.8, 0.1], [0.5, 0.7, -0.1], [-1.4, 1.5, 0.5], [1.3, -0.2, -1.7], [-0.9, 1.9, 1.9], [1.2, -0.5, -0.3]],
  "lowdin_charge": [0.0987, -0.4599, 0.1514, -0.2648, -0.0076, -0.0359, -0.5133, 0.7599, -0.2358, -0.3047, 0.0047, -0.0901, -0.0958, -0.0274, 0.1837, -0.1811, -0.1100, -0.1836, 0.1209, 0.1024, 0.0934, 0.1148, 0.1381, 0.1320, 0.1286, 0.1173, 0.1143, 0.1401, 0.1094]
}